{
  "formula": "C18H23FIInN4O",
  "method": "wB97M-V/def2-TZVPD",
  "elements": ["C", "I", "H", "H", "H", "C", "C", "N", "C", "N", "H", "H", "C", "C", "N", "H", "N", "H", "In", "C", "O", "C", "C", "H", "H", "H", "C", "H", "H", "H", "C", "H", "H", "H", "C", "H", "H", "H", "F", "C", "C", "C", "C", "C", "C", "H", "H", "H", "H"],
  "positions_angstrom": [[0.600689, 0.277790, -6.903985], [1.323882, 1.172323, -5.115819], [-0.319861, -0.232717, -6.621761], [1.362577, -0.417637, -7.258844], [0.414810, 1.080823, -7.621294], [-1.218703, 4.130540, 0.785995], [-2.233847, 3.700356, 0.025168], [-1.895094, 2.443809, -0.442621], [-0.657021, 2.085125, 0.003934], [-0.259501, 3.134972, 0.782079], [-1.077190, 5.035951, 1.347088], [-3.173346, 4.153822, -0.223878], [2.153635, -3.722344, 0.279353], [1.083564, -1.804145, -0.272336], [1.982305, -2.383333, 0.581691], [1.192473, -4.906000, -1.305633], [0.701593, -2.823040, -1.098384], [2.830292, -4.339379, 0.852846], [0.254516, 0.163388, -0.188360], [1.753725, 0.943729, -2.419784], [2.795861, 1.448949, -2.367663], [1.364070, -3.990680, -0.764985], [-0.279285, -2.733942, -2.162530], [-1.207006, -3.264070, -1.887165], [0.132452, -3.190999, -3.076288], [-0.530485, -1.682017, -2.373934], [2.646298, -1.744160, 1.698147], [3.655896, -2.173056, 1.785649], [2.105227, -1.916966, 2.643109], [2.728404, -0.657497, 1.548897], [0.957636, 3.215541, 1.560536], [1.382781, 4.223411, 1.449278], [1.701390, 2.475071, 1.228328], [0.756973, 3.038185, 2.629153], [-2.777475, 1.619619, -1.243440], [-2.218706, 0.797719, -1.720354], [-3.233597, 2.241367, -2.028449], [-3.580411, 1.174153, -0.630305], [-1.906955, -1.098412, 5.801382], [-1.419839, -0.819724, 4.541451], [-0.240837, -0.085771, 4.414009], [0.244378, 0.185361, 3.108614], [-0.442385, -0.267462, 1.998697], [-1.612573, -0.996777, 2.135465], [-2.126259, -1.282223, 3.431902], [0.296637, 0.269688, 5.292819], [1.182725, 0.748134, 3.007037], [-2.149043, -1.370123, 1.253817], [-3.045378, -1.857368, 3.541371]],
  "forces_ev_per_angstrom": [[-0.100, 0.172, -0.435], [-0.275, -0.326, -0.619], [0.108, 0.024, -0.168], [-0.122, 0.115, 0.016], [0.000, -0.192, 0.014], [0.452, 0.017, 0.377], [-0.412, -0.344, -0.346], [0.629, 0.444, 0.107], [-1.130, 1.311, 0.644], [-0.293, -0.180, -0.405], [-0.086, 0.095, -0.023], [-0.078, 0.137, -0.024], [0.428, 0.183, 0.678], [-0.022, -1.168, 0.079], [-0.099, -0.013, 0.052], [0.090, -0.005, 0.012], [0.659, -0.119, -0.070], [-0.132, -0.010, -0.156], [0.528, -0.327, 0.094], [0.867, 0.442, 0.852], [-0.459, -0.212, 0.105], [-0.577, -0.177, -0.691], [-0.097, -0.109, -0.487], [0.247, 0.184, 0.038], [-0.090, 0.164, 0.258], [0.191, -0.366, 0.300], [0.089, -0.182, 0.340], [-0.156, 0.100, -0.012], [0.090, 0.076, -0.376], [-0.182, -0.209, -0.299], [0.309, 0.265, 0.415], [-0.059, -0.169, -0.012], [-0.405, 0.021, -0.200], [-0.045, 0.019, -0.384], [-0.490, -0.133, -0.477], [-0.004, 0.344, 0.367], [0.119, -0.114, 0.177], [0.368, 0.166, -0.093], [0.131, 0.086, -0.231], [0.117, 0.110, -0.540], [-0.014, -0.025, -0.418], [-0.526, -0.232, 1.666], [0.818, 0.456, -1.869], [-0.604, -0.379, 1.716], [0.410, 0.161, -0.565], [-0.193, -0.140, -0.034], [-0.409, -0.274, 0.051], [0.232, 0.201, 0.384], [0.177, 0.115, 0.194]],
  "molar_mass_g_mol": 572.1,
  "e_lumo_ha": [0.154, 0.142],
  "energy_ev": -43029.4794,
  "charge": -2,
  "homo_ev": [1.25, 2.30],
  "orbital_gap_ev": [2.95, 1.56]
}